{"formula": "H22KrO11", "method": "ωB97M-V/def2-TZVPD", "species": ["Kr", "O", "H", "H", "O", "H", "H", "O", "H", "H", "O", "H", "H", "O", "H", "H", "O", "H", "H", "O", "H", "H", "O", "H", "H", "O", "H", "H", "O", "H", "H", "O", "H", "H"], "coordinates": [[0.09388, 0.35999, -0.54107], [0.22594, -1.98081, 2.49681], [0.03909, -2.34560, 3.36182], [-0.29767, -1.18058, 2.45562], [-1.34874, 0.34577, 2.55246], [-1.96429, 0.42927, 3.28072], [-0.86960, 1.17440, 2.54702], [1.33601, -3.59267, -1.75398], [1.20781, -3.38563, -2.67968], [1.74155, -2.80742, -1.38635], [2.58762, 1.98941, 0.73432], [3.16264, 1.25694, 0.95585], [3.09224, 2.51024, 0.10957], [-3.36022, 0.19592, -1.19742], [-2.59509, 0.08377, -1.76154], [-3.15481, -0.30974, -0.41107], [0.31725, 2.53621, 2.08080], [0.68109, 3.19757, 2.66941], [1.06576, 2.23593, 1.56525], [3.32903, 0.98306, -2.29370], [4.27830, 1.03908, -2.40308], [3.05587, 1.88072, -2.10444], [-1.51840, -1.18482, -2.85770], [-1.42669, -1.17627, -3.81046], [-1.61138, -2.11082, -2.63386], [-3.26149, -1.02880, 1.06605], [-2.48134, -0.59337, 1.40956], [-3.02133, -1.95449, 1.02528], [2.91679, -1.53491, -0.69948], [2.72893, -0.63612, -0.96987], [3.85616, -1.63963, -0.85066], [-2.64089, 2.64925, -0.09009], [-2.93592, 1.84972, -0.52593], [-3.22807, 2.74443, 0.65984]], "forces_ev_per_a": [[-0.0244, -0.0240, -0.0009], [0.3498, -0.5509, -0.1798], [0.0082, -0.1174, 0.1726], [-0.2556, 0.5722, 0.0563], [-0.5002, -0.6267, 0.1921], [-0.2468, -0.0983, 0.2306], [0.7243, 0.9025, -0.4423], [-0.4442, -0.6062, -0.2329], [-0.0047, 0.0094, -0.1937], [0.3752, 0.4539, 0.3583], [0.2859, 0.0820, -0.0485], [0.0716, -0.3932, 0.1444], [0.0174, 0.2408, -0.0590], [-0.2834, 0.9425, -0.8367], [0.1507, -0.2239, -0.4746], [-0.2649, -0.4970, 0.6235], [-0.7593, 0.0838, 0.5441], [0.0042, 0.1449, 0.1604], [0.4291, -0.1387, -0.4057], [-0.0446, -0.1980, 0.1718], [0.3137, -0.0362, -0.1581], [-0.2827, 0.2225, -0.0824], [0.1861, 0.1055, -0.1340], [-0.0081, 0.0905, -0.2644], [-0.0293, -0.2827, 0.2202], [-0.4204, -0.4524, 0.1748], [0.6037, 0.4808, 0.4617], [0.0124, -0.3446, -0.0010], [0.0095, -0.1411, 0.3449], [-0.1289, 0.4674, -0.2942], [0.2029, -0.1803, -0.0710], [0.4213, 0.8597, 0.3431], [-0.3692, -0.8012, -0.4426], [-0.0991, 0.0545, 0.1229]], "orbital_gap_ev": 9.683, "de_lowest_ev": 0.558, "e_homo_ev": -10.0326, "largest_force_ev_per_a": 1.29}